No. 1
Molecular formula: C20H25F3N4O3S
Method: DFT, the ωB97M-V functional and the def2-TZVPD basis

Calculated values
SMILES ... CCCc1c(S)c(CCOCC)c2nc(C(F)(F)F)c(CC(=O)O)nc2c1N.CC#N
Molar mass ... 458.51 g/mol
LUMO ... -1.0 eV
HOMO level ... -7.55 eV
Strongest force on any atom ... 6.28 eV/A
2S+1 ... 1
HOMO-LUMO gap ... 6.5 eV

Each line ends with the Mulliken charge.
CARTESIAN COORDINATES (ANGSTROEM)
H (3.95763, 0.71891, -4.37662)  0.3570
H (1.51561, -0.25151, 3.89272)  0.3102
H (2.45200, -2.32495, 3.26506)  0.3756
H (-2.75311, 3.13507, -5.67231)  0.2694
O (3.86160, 1.68057, -4.14290)  -0.4882
C (-2.16239, -0.17875, 0.57698)  0.4219
S (-2.47156, -1.73981, 3.15948)  -0.1964
H (3.83997, 3.50430, -1.33153)  0.3483
C (1.76428, -3.68213, 1.21558)  -0.3284
F (4.59338, 1.46746, 2.44768)  -0.2687
H (2.50584, 3.20544, -2.53978)  0.2875
C (2.30062, 1.88714, -0.70723)  0.2676
O (4.90598, 0.82934, -2.28968)  -0.5337
H (0.94340, -3.12917, 3.94662)  0.2294
C (-4.62367, 0.75832, 0.49029)  -0.3504
H (2.72458, -3.89572, 1.79717)  0.3224
C (0.83480, 0.45751, 1.22517)  0.1678
C (4.06887, 1.65591, -2.71140)  0.6206
H (-5.46710, -0.12122, 2.39292)  0.2189
C (-0.07085, -0.37454, 2.21719)  -0.2562
C (0.25334, 0.97837, -0.10290)  0.4959
H (-5.61142, 0.72675, -0.10870)  0.3448
H (-1.16660, 1.18174, -2.40866)  0.2548
N (-1.42278, 0.53075, -4.32478)  -0.5494
H (-5.49067, 1.74112, 2.38001)  0.3260
H (-0.11426, -1.04429, 4.42707)  0.4202
N (-1.86446, 1.11457, -1.64355)  -0.5346
C (3.21370, 2.67065, -1.79506)  -0.7346
H (-3.87449, 0.79315, 2.61723)  0.0782
O (0.85691, -2.75292, 1.85972)  -0.1385
N (0.94078, 1.71746, -1.11548)  -0.4953
H (-4.03130, -1.47115, 0.77001)  0.4118
N (2.19611, 0.65605, 1.60238)  -0.3492
H (-2.58328, 0.46317, -2.00421)  0.3366
H (1.23538, -5.54467, -0.06839)  0.3092
C (0.92553, -5.03807, 0.92364)  -0.9382
H (-3.80614, -0.77818, -0.91144)  0.3106
H (-1.52716, 2.55932, -6.82336)  0.3038
C (-4.88494, 0.82391, 2.07603)  -0.7639
C (1.30945, -2.35978, 3.17794)  -0.4550
C (-1.54863, -0.71175, 1.93210)  0.4659
H (-1.03963, 3.53436, -5.41945)  0.2632
F (5.30219, 0.47873, 0.53924)  -0.2184
H (-0.17672, -4.74498, 0.93431)  0.2374
H (-3.64949, -1.09877, 3.51347)  0.1327
C (-1.55859, 1.51659, -4.96286)  0.5212
H (1.07762, -5.75908, 1.81365)  0.2605
C (-1.27306, 0.64444, -0.39006)  0.2364
H (-4.08086, 1.70540, 0.15454)  0.2924
C (-1.73076, 2.76700, -5.77171)  -0.7930
C (2.93844, 1.37995, 0.61779)  -0.0393
C (-3.67834, -0.52487, 0.21180)  -1.3543
C (0.63418, -0.91896, 3.57187)  -1.1439
F (5.01846, 2.83233, 0.68760)  -0.2421
C (4.49802, 1.56292, 1.01301)  0.7342
H (1.99356, -3.23344, 0.17176)  0.2389

No. 2
Molecular formula: C20H25F7I3N4O4PS2
Method: DFT, the ωB97M-V functional and the def2-TZVPD basis

Calculated values
Molar mass ... 994.25 g/mol
LUMO ... -2.1 eV
HOMO level ... -8.75 eV
Strongest force on any atom ... 1.82 eV/A
2S+1 ... 1
HOMO-LUMO gap ... 6.6 eV

Each line ends with the Mulliken charge.
CARTESIAN COORDINATES (ANGSTROEM)
C (0.86280, -0.04804, 1.78740)  -0.3081
H (-1.97939, -1.81025, 6.08298)  0.4088
C (-2.71751, 2.49639, 1.90162)  0.3300
C (-1.36564, 0.41688, 1.44007)  0.4218
H (3.19124, -2.32131, 0.46786)  0.5590
O (2.58182, 1.21556, -7.00028)  -0.6470
H (2.69854, -0.27413, 2.51764)  0.3319
N (0.30092, -0.05361, 3.06467)  -0.7673
C (4.18430, -0.31335, -2.05882)  -0.4075
H (3.84044, 1.79718, -2.14243)  0.3863
F (-1.52822, 1.58027, -3.43305)  -0.2432
C (0.21824, 1.26438, -8.10808)  0.6537
H (4.34123, -2.41018, -1.66014)  0.4169
C (0.13406, -2.29499, 0.08475)  0.8737
C (-0.29733, 2.05958, -3.22792)  0.5756
H (-1.97289, -0.19230, 7.61684)  0.3622
C (3.69917, 0.89517, -1.57511)  -0.6861
C (2.84073, -0.18730, 0.39300)  -0.5156
H (0.66660, -4.17003, -0.83471)  0.4099
C (3.31825, -1.40328, -0.08270)  0.1167
F (-0.29636, 3.34121, -3.58075)  -0.2359
F (-1.04233, -2.73620, 0.69151)  -0.4088
H (-0.58321, -3.26942, -1.63454)  0.4734
H (-1.94298, 1.03482, 6.38638)  0.3276
H (-4.83855, 2.17328, 2.01905)  0.6113
H (0.96178, -2.43519, 0.77427)  0.2010
F (0.68056, 0.83006, -9.27733)  -0.2113
C (-1.43537, -0.96567, 5.67194)  -0.5659
H (-4.22782, -1.67450, 3.15982)  0.2975
H (1.06271, -2.72245, -1.83511)  0.3178
H (4.70485, -0.35626, -2.99701)  0.4607
C (-1.43333, 0.14528, 6.73765)  -1.1912
C (-0.03480, -0.85518, -0.33334)  -1.0920
H (-3.46625, -2.60010, 4.49370)  0.4950
H (-3.91447, 1.56776, 3.35618)  0.3748
H (0.72334, -0.57252, -1.04801)  -0.4794
S (1.29152, 0.64545, -6.75027)  1.0632
F (0.19416, 2.59994, -8.13485)  -0.2328
I (0.66996, 1.65406, 4.19051)  0.2409
O (2.22390, 1.73693, -3.73506)  -0.6506
H (-0.97424, -0.76620, -0.86199)  1.0456
I (-0.03867, 3.29417, 0.85263)  0.0891
C (0.37498, -3.16981, -1.13356)  -1.6944
N (2.16540, -0.17452, 1.66889)  0.2298
H (-3.88025, 0.67916, 1.86973)  0.2011
C (-1.56842, 1.96557, 1.49054)  -1.3436
C (-1.11174, -0.33967, 2.75093)  -0.0120
N (-0.02095, 0.10000, 0.81706)  0.9077
H (-1.03539, -1.38141, 2.42649)  0.3406
H (-0.42810, 0.40571, 7.04614)  0.2752
C (3.97946, -1.46033, -1.30535)  -0.8272
C (-3.90828, 1.68335, 2.27731)  -1.3946
H (-2.71726, -2.53396, 2.91362)  0.2994
O (1.19185, -0.78306, -6.81244)  -0.6459
H (2.69683, 1.91681, 0.00004)  0.4615
C (-3.30016, -1.96237, 3.63562)  -1.1945
H (-0.42781, -1.31303, 5.45944)  0.4421
O (0.81216, -0.24405, -3.56557)  -0.5759
S (0.99335, 1.08652, -4.09397)  1.0078
C (3.04538, 0.96054, -0.34967)  0.1075
F (-0.03979, 1.98550, -1.90763)  -0.0949
F (-1.03879, 0.83220, -7.96624)  -0.2340
I (-3.09428, 4.55582, 2.03405)  0.0501
P (-2.34961, -0.46183, 4.14326)  0.0219
H (-2.12093, 0.01581, 0.77743)  0.8555
N (0.48058, 1.32117, -5.55506)  -0.3845

No. 3
Molecular formula: C20H25FN4O3S
Method: DFT, the ωB97M-V functional and the def2-TZVPD basis

Calculated values
SMILES ... CN(C)S(=O)(=O)N(CC(=O)N1CCN(c2ccccc2F)CC1)c1ccccc1
Energy relative to the best compared isomer or geometry (same formula, charge and spin) ... 94.9 kJ/mol
Molar mass ... 420.51 g/mol
LUMO ... 0.7 eV
HOMO level ... -7.99 eV
Strongest force on any atom ... 1.05 eV/A
2S+1 ... 1
HOMO-LUMO gap ... 8.7 eV

Each line ends with the Mulliken charge.
CARTESIAN COORDINATES (ANGSTROEM)
C (-1.05194, 0.27551, -0.16000)  0.9993
H (-0.15897, 2.16919, -0.81966)  0.2691
N (-0.51083, 0.98106, -2.45320)  0.3110
C (3.38013, -0.71189, 6.14203)  -0.4280
H (-0.95374, -1.18392, 3.96648)  0.6079
H (3.63140, 1.38540, 6.56739)  0.4278
F (1.73892, 2.36291, 5.21296)  -0.3397
C (1.23277, 0.13485, 4.50195)  0.7492
C (3.07340, 0.63341, 6.03194)  -0.5697
H (-3.98650, 0.52986, -6.38232)  0.3967
C (-1.98568, 1.05476, -5.82192)  -0.6340
H (2.83006, -2.68443, 5.52771)  0.3859
H (1.00200, -1.96781, 4.11682)  0.2592
H (0.72748, -3.18090, -2.03656)  0.4317
H (-0.69615, -2.14400, -1.75334)  0.2850
C (-1.07556, 1.17966, -4.78867)  -0.1329
O (-1.85223, -0.61539, -0.41663)  -0.6957
C (2.01832, 1.03205, 5.24088)  0.5176
H (-1.87311, 1.93345, -1.22805)  0.5965
C (-3.65272, 0.30210, -4.27904)  -0.8280
H (-0.67249, -1.72012, -4.33113)  0.2872
H (1.64683, 0.63568, 1.49238)  0.1170
H (-0.66129, 2.20514, 2.77097)  0.2694
H (-1.78543, 0.17191, 3.19421)  0.3433
C (-0.46762, -0.88554, 1.86576)  -0.5420
H (-1.68626, 1.31145, -6.82724)  0.4032
H (0.81437, -0.94595, -4.94287)  0.3691
O (1.61096, 0.41850, -1.30538)  -0.6452
H (0.47550, -1.44183, 1.89937)  0.4241
H (-3.03349, 0.12840, -2.23632)  0.3768
C (2.61097, -1.63000, 5.45148)  -0.9139
H (1.05256, 2.38070, 3.17856)  0.4949
H (-0.07154, 1.52555, -4.97103)  0.5660
H (-4.65610, -0.04209, -4.07525)  0.3977
C (1.56509, -1.21714, 4.64728)  -0.3791
H (-1.25649, -1.52954, 1.47510)  0.4612
N (0.14810, 0.57710, 3.75877)  0.1599
C (-0.83082, -0.36227, 3.26167)  -1.5437
N (-0.31374, 0.24194, 0.96259)  0.3909
C (-1.44944, 0.84891, -3.48788)  0.1259
H (0.84735, -1.78878, -0.93923)  0.1793
H (0.82078, 2.00202, 0.75501)  0.6595
S (1.01209, 0.29336, -2.59801)  0.9957
C (-3.27747, 0.61989, -5.57314)  -0.5085
N (0.86000, -1.31758, -2.92893)  0.0346
H (4.20119, -1.03295, 6.76249)  0.3771
C (0.39401, -2.15876, -1.85502)  -0.8254
C (-0.90172, 1.43946, -1.13699)  -1.3220
C (0.68968, 1.16725, 1.43560)  -0.4873
O (1.67849, 0.88112, -3.71480)  -0.6916
C (0.29812, 1.67993, 2.83243)  -1.2948
C (0.41982, -1.68488, -4.25137)  -0.9760
H (0.82851, -2.66592, -4.49947)  0.3620
C (-2.74756, 0.40915, -3.23834)  -0.2743

No. 4
Molecular formula: C20H25N3O2
Method: DFT, the ωB97M-V functional and the def2-TZVPD basis

Calculated values
SMILES ... [H]/N=c1\n(CCCCCCC)c2ccccc2n1CC(=O)c1ccco1
Energy relative to the best compared isomer or geometry (same formula, charge and spin) ... 161.4 kJ/mol
Molar mass ... 339.44 g/mol
LUMO ... 0.4 eV
HOMO level ... -7.34 eV
Strongest force on any atom ... 1.53 eV/A
2S+1 ... 1
HOMO-LUMO gap ... 7.7 eV

Each line ends with the Mulliken charge.
CARTESIAN COORDINATES (ANGSTROEM)
H (-1.07377, 3.25648, 0.13150)  0.3756
H (-5.52494, 0.07690, 0.35796)  0.3287
H (-7.15513, -0.74968, -1.41363)  0.3179
C (7.09106, -1.84083, -0.72960)  -0.4099
H (2.89352, 4.76852, -0.39290)  0.3809
H (-0.24832, -2.02231, -0.61259)  0.2117
C (-5.59686, -1.90615, -0.46428)  -0.4330
H (7.60322, -2.27317, -1.56723)  0.4566
H (-2.13696, 1.18897, -0.39213)  0.3395
N (0.68570, -1.65653, -0.74492)  -0.8270
H (3.76599, 2.49345, -0.81534)  0.4008
H (-1.22802, -0.79007, 1.75440)  0.2981
O (5.84208, -1.41611, -0.92873)  -0.2653
C (-4.81959, -0.71265, 0.08674)  -0.4501
N (1.98962, 0.25374, -0.80565)  0.2142
C (4.04719, -0.36724, 0.36005)  0.7468
C (5.39632, -0.91374, 0.24892)  0.1581
C (2.21791, 3.92672, -0.37919)  -0.6805
C (0.87382, 4.13607, -0.11542)  -0.7715
C (3.22977, -0.44653, -0.92387)  -1.4427
C (1.82297, 1.60313, -0.59037)  0.5219
C (-0.03060, 3.08198, -0.08217)  -0.5756
H (6.31025, -0.70769, 2.22093)  0.5221
C (6.38521, -1.02450, 1.20131)  -0.4575
C (0.45733, 1.81417, -0.32539)  0.8345
H (-1.23279, 0.95812, 1.97118)  0.3890
C (-3.19367, 0.08811, 1.89663)  -0.9207
H (-3.20150, 0.02355, 2.98649)  0.3485
H (-6.24821, -2.30441, 0.31708)  0.2917
H (2.97764, -1.49489, -1.11819)  0.4948
O (3.62013, 0.10825, 1.38692)  -0.6361
H (-4.68192, -1.46152, 2.08012)  0.4953
H (-1.87136, -0.55296, -0.60058)  0.3507
C (0.78528, -0.39519, -0.63039)  0.6204
H (8.43300, -1.86882, 0.99330)  0.4446
C (-1.73096, 0.13274, 1.45599)  -0.1707
H (-3.68106, 1.02703, 1.62437)  0.4322
H (-6.98264, -2.38470, -2.05322)  0.3876
C (-6.43651, -1.52299, -1.67677)  -1.2853
C (7.48406, -1.62714, 0.56108)  -0.4343
H (-4.89588, -2.69632, -0.74343)  0.3347
C (2.71672, 2.65332, -0.62171)  -0.6596
C (-1.54477, 0.33485, -0.05125)  -1.5287
H (-5.80304, -1.14272, -2.47546)  0.3197
H (0.51930, 5.13822, 0.07313)  0.3879
C (-3.99500, -1.08660, 1.31798)  -0.6738
H (-4.17141, -0.31844, -0.69729)  0.1567
H (3.82095, -0.05970, -1.76051)  0.4258
H (-3.31629, -1.90531, 1.06979)  0.2884
N (-0.16785, 0.58459, -0.38367)  0.3469

No. 5
Molecular formula: C20H25N3O3S
Method: DFT, the ωB97M-V functional and the def2-TZVPD basis

Calculated values
SMILES ... CCOc1ccc(C(=O)NC2CCN(C(=S)NCc3ccco3)CC2)cc1
Energy relative to the best compared isomer or geometry (same formula, charge and spin) ... 197.4 kJ/mol
Molar mass ... 387.50 g/mol
LUMO ... 0.5 eV
HOMO level ... -8.04 eV
Strongest force on any atom ... 0.92 eV/A
2S+1 ... 1
HOMO-LUMO gap ... 8.5 eV

Each line ends with the Mulliken charge.
CARTESIAN COORDINATES (ANGSTROEM)
H (-1.53961, -0.63731, 0.97951)  0.2292
H (2.56683, 5.93798, -2.53036)  0.3281
C (-1.89610, -3.28067, 4.63701)  -1.4338
O (2.39792, 4.80594, -4.25982)  -0.4644
C (-0.29390, -2.49292, -0.66571)  -0.4419
C (3.16431, 5.61932, -3.39327)  -0.4190
N (-1.92554, -3.30881, 0.95500)  0.0399
H (1.08745, -3.01477, 4.65462)  0.4882
H (-0.28060, 1.32731, -5.07264)  0.4308
H (5.04608, 4.66345, -3.81237)  0.3000
C (-0.29019, -0.39773, 6.02207)  -0.4891
C (4.45578, 4.94262, -2.94334)  -1.0325
H (-2.86142, -0.24395, -0.13583)  0.4170
S (-0.36733, -4.73294, 2.52914)  -0.4939
O (-1.68693, 0.06868, -3.38633)  -0.6762
H (-2.81085, -3.21612, 5.23148)  0.3443
C (-2.14501, -1.01459, 0.15052)  -0.5056
H (-1.47152, -4.28428, 4.70764)  0.5438
C (-0.90256, -2.27985, 5.13018)  0.6267
H (0.38272, -2.16701, 0.12882)  0.2612
C (0.45889, -2.25241, 5.06626)  -0.2618
H (-3.58732, -2.08604, 1.38645)  0.4390
H (1.96669, 4.06289, -1.64776)  0.3568
H (5.03349, 5.62775, -2.32907)  0.3522
H (1.14281, 3.24634, -5.76267)  0.4237
H (0.30495, -2.78358, -1.52898)  0.3840
O (-1.36332, -1.14400, 5.70715)  -0.3490
C (0.23283, 1.92920, -4.33865)  -0.6470
H (1.85797, -0.66690, 5.77852)  0.4153
H (-3.45501, -2.67080, -0.26712)  0.3771
C (-1.55777, -3.61720, 2.22216)  0.6775
C (-1.23662, -1.34814, -1.04084)  -0.3098
H (0.28441, 0.11026, -0.93363)  0.3251
H (-0.42994, -4.49571, 0.15381)  0.4767
H (-1.74649, -4.07040, -0.96493)  0.4112
C (0.85716, -1.02521, 5.65118)  -0.4699
H (0.58478, 2.20133, -0.98509)  0.3791
H (-2.75865, -2.20286, 3.07813)  0.2317
C (-2.87934, -2.28664, 0.58240)  -1.1082
C (0.08208, 1.60105, -2.99069)  0.3564
C (1.66855, 3.77562, -3.76584)  0.8315
C (1.01688, 2.99044, -4.72271)  -0.5037
H (-0.47290, 0.54334, 6.50189)  0.4615
H (-1.86306, -1.64314, -1.89120)  0.3089
H (3.39922, 6.50350, -3.99233)  0.3183
C (0.71666, 2.39212, -2.04112)  -0.8667
H (4.24561, 4.04361, -2.36900)  0.3473
C (-0.78723, 0.44165, -2.65689)  0.4193
N (-0.50151, -0.18795, -1.48730)  -0.1210
C (1.50101, 3.46793, -2.41794)  -0.3524
N (-2.24685, -3.05474, 3.24742)  -0.0817
C (-1.09748, -3.69565, -0.16792)  -1.2734

> Which formula does entry 4 have?

C20H25N3O2

> Which formula does entry 1 have?

C20H25F3N4O3S